Record 1
A structure of composition C26H22ClN3O6OsTe, computed with ωB97M-V/def2-TZVPD.

Positions of all 60 atoms, in Å:
Os -0.105 -0.162 -0.634
N 0.308 1.506 0.721
C 1.718 1.594 1.228
C 2.164 0.311 1.910
C 2.325 -0.888 1.002
O 2.992 -1.829 1.258
O 1.607 -0.822 -0.179
H 0.067 2.369 0.234
H -0.333 1.447 1.514
H 1.786 2.416 1.937
H 2.363 1.830 0.384
H 1.465 0.017 2.701
H 3.127 0.461 2.393
O -6.117 -0.569 -0.027
C -5.611 -1.758 0.263
O -6.290 -2.697 0.543
C -4.104 -1.921 0.230
C -3.448 -3.120 0.521
Cl -4.099 -4.565 1.062
N -2.114 -2.936 0.368
N -1.870 -1.670 0.004
C -3.059 -1.057 -0.099
C -3.025 0.331 -0.620
O -3.966 1.054 -0.719
O -1.783 0.702 -0.999
C -1.025 -3.887 0.353
C 0.225 -3.461 0.775
C 1.313 -4.315 0.683
C 1.142 -5.595 0.176
C -0.114 -6.017 -0.232
C -1.206 -5.164 -0.155
H -5.458 0.109 -0.253
H 0.337 -2.484 1.226
H 2.284 -3.977 1.019
H 1.988 -6.267 0.105
H -0.252 -7.015 -0.626
H -2.173 -5.492 -0.505
Te -0.267 -1.699 -2.835
C 0.054 -0.272 -4.346
C 0.027 -0.720 -5.657
C 0.181 0.205 -6.680
C 0.363 1.550 -6.386
C 0.384 1.985 -5.068
C 0.217 1.073 -4.037
C 1.589 -2.655 -2.993
C 1.578 -4.025 -3.217
C 2.790 -4.675 -3.404
C 3.977 -3.960 -3.345
C 3.970 -2.594 -3.076
C 2.769 -1.925 -2.914
H -0.112 -1.769 -5.891
H 0.143 -0.129 -7.708
H 0.491 2.265 -7.187
H 0.523 3.035 -4.844
H 0.212 1.418 -3.008
H 0.647 -4.579 -3.258
H 2.802 -5.738 -3.604
H 4.917 -4.462 -3.536
H 4.901 -2.049 -2.999
H 2.758 -0.857 -2.736

Output
<S²>: 6.02
F_max: 1.00 eV/Å
E_tot: -66340.0138 eV
Spin multiplicity: 5
Charge: +2

Löwdin atomic charge list, values in e, 6 entries: Os 1.5575; N -0.0657; C -0.1782; C -0.0685; C -0.5312; O 0.1789

Record 2
A cluster of 12 separate species, C36H79N7O12 in total, computed with ωB97M-V/def2-TZVPD.

Positions of all 134 atoms, in Å:
C 2.701 -6.661 2.344
C 2.142 -5.310 1.982
O 1.729 -4.534 2.809
C 2.118 -5.018 0.485
H 2.205 -7.451 1.800
H 2.542 -6.864 3.422
H 3.767 -6.712 2.149
H 3.175 -4.998 0.131
H 1.654 -4.060 0.231
H 1.673 -5.899 0.005
C 2.006 1.215 -4.297
C 0.710 1.077 -4.999
O -0.273 0.587 -4.464
C 0.537 1.620 -6.383
H 2.005 0.655 -3.373
H 2.159 2.294 -4.076
H 2.840 0.868 -4.884
H 0.998 2.605 -6.581
H -0.540 1.659 -6.605
H 1.000 0.922 -7.108
C -1.742 -3.255 4.427
C -2.213 -4.670 4.590
O -2.792 -5.047 5.603
C -1.902 -5.533 3.391
H -0.660 -3.368 4.458
H -2.076 -2.572 5.203
H -2.087 -2.868 3.458
H -2.099 -6.582 3.676
H -0.860 -5.396 3.116
H -2.516 -5.185 2.548
C -1.807 4.605 0.383
C -3.172 4.292 -0.136
O -4.115 5.074 -0.030
C -3.414 2.985 -0.830
H -1.988 5.535 0.920
H -1.129 4.847 -0.422
H -1.343 3.839 1.021
H -4.477 2.769 -0.695
H -2.801 2.149 -0.444
H -3.253 3.163 -1.895
C -5.835 -1.373 -2.261
C -4.845 -0.590 -3.051
O -5.133 -0.050 -4.145
C -3.447 -0.377 -2.519
H -5.868 -1.110 -1.210
H -5.605 -2.440 -2.373
H -6.802 -1.241 -2.742
H -3.405 0.125 -1.547
H -2.835 0.228 -3.198
H -2.979 -1.345 -2.387
C 4.953 -1.919 -1.356
C 4.210 -1.358 -0.148
O 3.296 -0.542 -0.264
N 4.676 -1.822 1.072
C 4.137 -1.377 2.325
H 4.254 -2.377 -2.072
H 5.756 -2.610 -1.128
H 5.426 -1.054 -1.809
H 5.246 -2.664 1.040
H 3.573 -2.176 2.851
H 3.432 -0.549 2.192
H 4.901 -0.997 2.998
C 1.991 5.056 -1.610
C 2.632 5.531 -2.901
O 3.242 4.781 -3.628
N 2.564 6.888 -3.136
C 1.602 7.823 -2.617
H 0.913 5.300 -1.609
H 2.478 5.465 -0.707
H 2.149 3.988 -1.623
H 3.030 7.143 -3.981
H 1.612 7.740 -1.515
H 0.560 7.527 -2.930
H 1.862 8.835 -2.948
C 0.667 -2.217 -2.426
C -0.359 -3.017 -3.175
O -0.537 -4.222 -2.972
N -1.054 -2.321 -4.136
C -2.124 -2.955 -4.917
H 0.833 -1.250 -2.868
H 1.575 -2.844 -2.366
H 0.356 -2.104 -1.383
H -0.806 -1.364 -4.221
H -2.837 -3.423 -4.266
H -1.762 -3.736 -5.624
H -2.610 -2.149 -5.456
C 3.441 2.143 1.659
C 3.311 3.692 1.857
O 4.247 4.428 1.985
N 1.976 4.117 1.946
C 1.743 5.492 2.406
H 3.900 2.013 0.680
H 2.458 1.670 1.652
H 4.022 1.698 2.476
H 1.284 3.387 2.166
H 2.125 5.701 3.424
H 0.670 5.707 2.411
H 2.207 6.238 1.729
C -1.945 0.875 3.436
C -0.642 1.542 3.550
O -0.229 2.298 2.712
N 0.112 1.247 4.657
C 1.284 2.014 4.974
H -2.710 1.628 3.680
H -2.199 0.074 4.104
H -2.186 0.562 2.440
H -0.357 0.730 5.372
H 1.580 1.711 5.967
H 1.090 3.077 4.964
H 2.110 1.827 4.328
C -2.134 -3.500 -0.002
C -3.353 -3.259 0.871
O -4.045 -4.165 1.280
N -3.560 -1.923 1.194
C -4.765 -1.472 1.859
H -2.417 -4.006 -0.930
H -1.368 -4.117 0.503
H -1.596 -2.599 -0.280
H -2.900 -1.248 0.813
H -5.518 -2.268 1.998
H -5.340 -0.719 1.307
H -4.590 -1.074 2.867
C 0.295 1.183 -0.935
C -0.324 0.274 0.101
O -1.538 0.256 0.282
N 0.595 -0.388 0.863
C 0.208 -1.364 1.902
H 0.444 2.170 -0.500
H -0.246 1.239 -1.873
H 1.270 0.717 -1.102
H 1.552 -0.407 0.494
H 0.570 -1.073 2.884
H 0.562 -2.372 1.652
H -0.879 -1.388 1.990

Output
Structure (SMILES): CNC(C)=O.CNC(C)=O.CNC(C)=O.CNC(C)=O.CNC(C)=O.CNC(C)=O.CNC(C)=O.CC(C)=O.CC(C)=O.CC(C)=O.CC(C)=O.CC(C)=O
F_max: 3.57 eV/Å
E_tot: -73617.8322 eV
Charge: 0

Löwdin atomic charge list, values in e, 6 entries: C -0.0243; C -0.5041; O 0.0482; C -0.0119; H 0.0799; H 0.0960

Record 3
A structure of composition C9H9Cl, computed with ωB97M-V/def2-TZVPD.

Positions of all 19 atoms, in Å:
C 0.228 -0.789 0.348
C 1.121 -0.990 1.090
C -0.802 2.103 -0.955
C -1.764 1.689 0.048
C -0.378 1.151 -1.886
C -2.052 0.382 0.331
C -1.072 -0.170 -1.918
C -1.503 -0.664 -0.568
C 2.331 -1.321 1.727
Cl -2.051 -2.301 -0.429
H -0.467 3.096 -0.849
H -2.238 2.448 0.645
H 0.479 1.143 -2.447
H -2.528 0.086 1.302
H -1.909 -0.197 -2.534
H -0.445 -0.849 -2.600
H 3.035 -0.596 1.468
H 2.560 -2.378 1.568
H 2.256 -1.252 2.805

Output
F_max: 6.33 eV/Å
E_tot: -21996.0017 eV
ΔE to the lowest compared entry with this formula, charge and spin: 1.312 eV
Charge: 0

Löwdin atomic charge list, values in e, 6 entries: C 0.0501; C -0.1948; C -0.0537; C -0.0971; C -0.0438; C -0.1145

Among the records above, which one has the lowest E_tot? C36H79N7O12